Density functional theory data (ωB97M-V/def2-TZVPD) for the molecule C3H5NO3.

Cartesian coordinates (Å):
C 1.65 -0.04 -0.10
N 1.27 -1.23 -0.10
O 0.03 -1.64 -0.50
C -1.03 -0.95 0.00
O -1.26 0.31 -0.53
C -0.32 1.27 0.00
O 0.97 1.00 -0.55
H 2.73 0.10 0.07
H -1.13 -0.85 1.09
H -2.01 -1.53 -0.23
H -0.65 2.31 -0.25
H -0.25 1.25 1.11

Computed properties:
Largest force on an atom = 0.0816 hartree/bohr
Net charge = 0
Energy relative to the best compared isomer or geometry (same formula, charge and spin) = 101.0 kcal/mol
Structure (SMILES) = C1=NOCOCO1
Highest occupied orbital energy = -9.8 eV
Calculated total energy = -397.67580 Ha
LUMO level = 0.03166 Eh


Density functional theory data (ωB97M-V/def2-TZVPD) for the molecule C5H13NO3.

Cartesian coordinates (Å):
C -1.48 -1.05 -1.26
C -1.18 -0.23 -0.01
O -1.56 -0.95 1.13
O -1.77 0.98 -0.04
C 0.64 -0.09 0.17
C 1.26 0.11 -1.21
N 1.12 -1.33 0.75
C 0.90 1.04 1.09
O 1.57 2.12 0.47
H -2.55 -1.26 -1.30
H -0.94 -2.00 -1.24
H -1.20 -0.50 -2.15
H -2.35 -0.53 1.50
H -1.12 1.70 0.45
H 1.15 -0.79 -1.82
H 0.83 0.97 -1.71
H 2.34 0.26 -1.10
H 0.69 -1.48 1.66
H 0.85 -2.12 0.17
H 1.41 0.72 2.00
H -0.20 1.57 1.39
H 1.57 2.87 1.08

Computed properties:
Largest force on an atom = 0.0759 hartree/bohr
Net charge = 0
Energy relative to the best compared isomer or geometry (same formula, charge and spin) = 53.9 kcal/mol
Structure (SMILES) = CC(O)(O)[C@](C)(N)CO
Highest occupied orbital energy = -8.5 eV
Calculated total energy = -478.72950 Ha
LUMO level = 0.01851 Eh


Density functional theory data (ωB97M-V/def2-TZVPD) for a cluster of 2 separate species, C4H10S in total.

Cartesian coordinates (Å):
C 4.84 3.51 -1.69
C 4.01 3.85 -2.70
H 4.67 3.33 -0.68
H 5.98 3.68 -1.98
H 3.07 4.06 -2.29
H 4.54 4.45 -3.52
C -2.69 -1.75 0.34
S -1.83 -2.56 1.64
C -3.31 -3.31 2.54
H -3.36 -2.55 -0.08
H -3.41 -0.80 0.54
H -1.90 -1.49 -0.48
H -3.00 -3.99 3.36
H -3.93 -3.99 1.94
H -3.67 -2.44 3.06

Computed properties:
Largest force on an atom = 0.1126 hartree/bohr
Net charge = 0
Energy relative to the best compared isomer or geometry (same formula, charge and spin) = 64.0 kcal/mol
Structure (SMILES) = C=C.CSC
Highest occupied orbital energy = -8.5 eV
Calculated total energy = -556.48000 Ha
LUMO level = 0.04022 Eh


Density functional theory data (ωB97M-V/def2-TZVPD) for the ion C8H7N3O2 with charge +2.

Cartesian coordinates (Å):
C -1.41 0.61 -1.13
C -0.24 -0.29 -1.26
N 0.38 -0.43 -2.39
C 0.38 -0.21 -3.60
O 0.49 -0.19 -4.70
C 0.16 -0.99 -0.04
C 0.56 -0.11 1.12
C 1.82 0.34 1.31
C 2.86 -0.44 0.67
N 2.86 -1.47 0.03
C 1.37 -1.95 -0.34
N 1.22 -2.96 -1.02
O 1.30 -3.93 -1.64
H -2.36 0.10 -1.37
H -1.37 1.25 -1.97
H -1.59 1.17 -0.18
H -0.64 -1.62 0.50
H -0.15 0.42 1.72
H 1.99 0.97 2.16
H 3.82 -0.05 0.80

Computed properties:
Largest force on an atom = 0.1122 hartree/bohr
Net charge = +2
Energy relative to the best compared isomer or geometry (same formula, charge and spin) = 4.1 kcal/mol
Structure (SMILES) = CC(=[N+]=C=O)[C@@H]1C=CC=[N+]=C1N=O
Highest occupied orbital energy (spin up / spin down) = -18.6 / -18.6 eV
Calculated total energy = -622.87518 Ha
LUMO level (spin up / spin down) = -0.41048 / -0.41045 Eh


Density functional theory data (ωB97M-V/def2-TZVPD) for a structure of composition C5H6O2.

Cartesian coordinates (Å):
C 1.09 -1.35 0.03
O -0.01 -1.16 0.90
C -0.76 -0.03 0.71
C -0.32 1.35 0.39
O 0.88 1.34 -0.39
C 0.27 0.71 -1.44
C -1.03 0.55 -0.68
H 1.30 -2.41 0.00
H 1.95 -0.77 0.37
H -1.64 -0.05 1.35
H -0.59 2.28 0.88
H 0.88 -1.00 -1.00
H -2.01 0.55 -1.13

Computed properties:
Largest force on an atom = 0.0097 hartree/bohr
Net charge = 0
Energy relative to the best compared isomer or geometry (same formula, charge and spin) = 127.7 kcal/mol
Highest occupied orbital energy = -8.8 eV
Calculated total energy = -344.39835 Ha
LUMO level = 0.02820 Eh


Density functional theory data (ωB97M-V/def2-TZVPD) for a structure of composition C32H27Cl4N5O2PSV.

Cartesian coordinates (Å):
V -1.09 0.15 0.30
Cl 1.25 -0.90 0.90
C 1.84 -1.55 2.43
C 2.77 -2.56 2.30
C 3.31 -3.13 3.44
C 2.89 -2.68 4.68
C 1.95 -1.67 4.77
Cl 1.48 -1.17 6.37
C 1.37 -1.01 3.65
S 0.27 0.28 3.78
H 3.06 -2.89 1.31
H 4.04 -3.93 3.36
H 3.28 -3.11 5.59
O -0.48 -3.54 -1.74
C -0.61 -2.33 -1.57
O -1.33 -1.76 -0.68
C 0.14 -1.37 -2.53
P -0.42 0.34 -2.17
C -1.94 0.49 -3.17
C -3.04 -0.33 -2.87
C -4.24 -0.17 -3.54
C -4.38 0.80 -4.51
C -3.30 1.62 -4.82
C -2.09 1.46 -4.16
C 0.71 1.45 -3.07
C 1.54 1.03 -4.11
C 2.36 1.93 -4.76
C 2.35 3.27 -4.40
C 1.53 3.70 -3.37
C 0.71 2.80 -2.70
H -0.07 -1.68 -3.55
H 1.21 -1.47 -2.35
H -2.95 -1.07 -2.08
H -5.08 -0.81 -3.28
H -5.32 0.93 -5.03
H -3.39 2.38 -5.59
H -1.26 2.10 -4.41
H 1.54 -0.02 -4.40
H 3.00 1.59 -5.57
H 2.99 3.98 -4.91
H 1.53 4.74 -3.06
H 0.09 3.12 -1.88
Cl -4.47 -2.21 0.71
C -2.94 -2.62 1.51
Cl -2.13 -1.22 2.26
H -2.27 -3.00 0.75
H -3.16 -3.32 2.31
N -4.22 4.03 -1.53
N -3.95 2.86 -0.86
N -4.84 2.25 -0.10
C -4.15 1.21 0.32
N -2.90 1.20 -0.18
N -2.79 2.27 -0.92
H -3.97 4.80 -0.92
H -3.59 4.05 -2.32
H -4.53 0.46 0.99
C -2.76 4.85 3.36
C -3.12 3.49 3.28
C -2.36 2.62 2.55
C -1.20 3.03 1.84
C -0.45 2.10 1.05
C 0.72 2.60 0.52
C 1.15 3.93 0.68
C 0.38 4.83 1.37
C -0.82 4.39 1.98
C -1.62 5.28 2.73
H -3.35 5.54 3.94
H -4.00 3.13 3.82
H -2.62 1.56 2.54
H 1.37 1.94 -0.06
H 2.09 4.24 0.23
H 0.69 5.86 1.48
H -1.31 6.32 2.82

Computed properties:
Largest force on an atom = 0.0110 hartree/bohr
Net charge = -1
Energy relative to the best compared isomer or geometry (same formula, charge and spin) = 27.5 kcal/mol
Highest occupied orbital energy (spin up / spin down) = -3.8 / -3.8 eV
Spin multiplicity = 4
Calculated total energy = -5184.25953 Ha
LUMO level (spin up / spin down) = 0.08264 / 0.08263 Eh


What is the largest force on an atom in the first record?
0.0816 hartree/bohr